No. 1
Below is a cluster of 2 separate species, C5H7N in total in a non-equilibrium geometry, with properties calculated with the ωB97M-V functional and the def2-TZVPD basis.

For the frontier orbital gap, the calculation gives 9.709 eV. The SMILES is CC1=CC1.C#N. Its energy above the lowest of the compared OMol25 structures with the same formula, charge and spin is 372.2 kJ/mol.

ORCA input file:
```
! RIJCOSX wB97M-V def2-TZVPD def2/J DEFGRID3
* xyz 0 1
C 4.06 1.27 0.04
H 4.79 1.92 -0.38
H -0.15 -0.85 -2.24
H -0.74 2.22 -0.51
C -0.69 -0.94 -1.27
C 0.20 -0.97 -0.08
H -1.95 1.25 0.56
H -1.71 -1.37 -1.35
C -0.90 1.40 0.22
C -0.42 0.12 -0.26
H -0.14 1.60 0.97
N 3.32 0.62 0.61
H 0.67 -1.46 0.68
*
```

Mulliken charges in e:
1. C 0.04
2. H 0.27
3. H 0.15
4. H 0.25
5. C -0.61
6. C -0.46
7. H 0.27
8. H 0.19
9. C -0.88
10. C 0.40
11. H 0.27
12. N -0.30
13. H 0.42

No. 2
Below is a structure of composition C5H7N, with properties calculated with the ωB97M-V functional and the def2-TZVPD basis.

For the frontier orbital gap, the calculation gives 10.450 eV. Its energy above the lowest of the compared OMol25 structures with the same formula, charge and spin is 293.0 kJ/mol.

ORCA input file:
```
! RIJCOSX wB97M-V def2-TZVPD def2/J DEFGRID3
* xyz 0 1
C -1.27 0.89 -0.70
H 2.42 -0.25 0.40
H -0.99 1.65 0.03
C 0.07 -0.26 1.35
C 1.47 0.13 0.02
H -1.91 1.25 -1.49
H -1.50 -1.13 -1.18
N 0.78 0.80 1.17
H 1.64 0.69 -0.90
H -0.70 -0.46 2.09
C -0.89 -0.39 -0.69
C 0.33 -0.92 0.04
H 0.53 -1.99 -0.12
*
```

Mulliken charges in e:
1. C -0.72
2. H 0.29
3. H 0.35
4. C -0.17
5. C -0.49
6. H 0.26
7. H 0.34
8. N -0.57
9. H 0.28
10. H 0.34
11. C -0.38
12. C 0.03
13. H 0.41

No. 3
Below is the molecule C5H7N in a non-equilibrium geometry, with properties calculated with the ωB97M-V functional and the def2-TZVPD basis.

For the frontier orbital gap, the calculation gives 7.849 eV. Its energy above the lowest of the compared OMol25 structures with the same formula, charge and spin is 722.4 kJ/mol.

ORCA input file:
```
! RIJCOSX wB97M-V def2-TZVPD def2/J DEFGRID3
* xyz 0 1
H -1.60 0.71 -0.99
C 1.46 1.23 0.92
H 2.31 0.66 1.36
H -1.80 -0.87 -2.02
C 1.34 -1.59 0.30
H 2.25 -1.10 0.68
N 0.29 -0.74 0.10
H -2.92 -0.62 -0.63
H -0.24 1.34 -0.07
C -0.84 -1.34 -0.38
C -1.86 -0.46 -0.94
H 1.16 2.16 1.37
C 0.46 0.62 0.32
*
```

Mulliken charges in e:
1. H 0.18
2. C -1.03
3. H 0.25
4. H 0.24
5. C -0.39
6. H 0.16
7. N 0.25
8. H 0.29
9. H 0.19
10. C -0.21
11. C -0.50
12. H 0.27
13. C 0.31

No. 4
Below is the molecule C5H7N in a non-equilibrium geometry, with properties calculated with the ωB97M-V functional and the def2-TZVPD basis.

For the frontier orbital gap, the calculation gives 11.209 eV. The SMILES is CC1(C#N)CC1. Its energy above the lowest of the compared OMol25 structures with the same formula, charge and spin is 132.2 kJ/mol.

ORCA input file:
```
! RIJCOSX wB97M-V def2-TZVPD def2/J DEFGRID3
* xyz 0 1
C 0.24 0.11 -0.13
H 0.79 -1.92 0.26
H 0.48 2.09 0.76
H -1.01 1.23 1.22
H -0.49 -1.34 1.42
C -0.79 -0.80 -0.77
H -0.86 1.94 -0.43
H -0.66 -1.31 -1.72
C -0.05 -1.25 0.44
N 2.81 0.09 -0.40
C -0.32 1.44 0.39
C 1.65 0.12 -0.43
H -1.78 -0.40 -0.59
*
```

Mulliken charges in e:
1. C 1.28
2. H 0.27
3. H 0.41
4. H 0.34
5. H 0.25
6. C -0.63
7. H 0.31
8. H 0.26
9. C -0.80
10. N -0.48
11. C -1.43
12. C -0.08
13. H 0.30

No. 5
Below is a cluster of 2 separate species, C5H7N in total in a non-equilibrium geometry, with properties calculated with the ωB97M-V functional and the def2-TZVPD basis.

For the frontier orbital gap, the calculation gives 10.521 eV. The SMILES is C=CC#N.C=C. Its energy above the lowest of the compared OMol25 structures with the same formula, charge and spin is 195.6 kJ/mol.

ORCA input file:
```
! RIJCOSX wB97M-V def2-TZVPD def2/J DEFGRID3
* xyz 0 1
N -1.37 1.66 -1.44
C -1.83 -0.57 -0.18
H 1.96 1.43 1.09
C -1.18 -1.00 0.90
H -1.45 -1.94 1.36
H 2.51 -0.81 0.23
H -0.36 -0.44 1.35
H -2.63 -1.15 -0.62
C 1.85 -0.14 -0.31
C -1.55 0.67 -0.86
H 0.92 1.75 -0.40
C 1.57 1.07 0.15
H 1.44 -0.51 -1.25
*
```

Mulliken charges in e:
1. N -0.43
2. C -0.14
3. H 0.25
4. C -0.59
5. H 0.26
6. H 0.25
7. H 0.29
8. H 0.30
9. C -0.51
10. C 0.33
11. H 0.32
12. C -0.60
13. H 0.28

No. 6
Below is the molecule C5H7N in a non-equilibrium geometry, with properties calculated with the ωB97M-V functional and the def2-TZVPD basis.

For the frontier orbital gap, the calculation gives 8.357 eV. Its energy above the lowest of the compared OMol25 structures with the same formula, charge and spin is 684.5 kJ/mol.

ORCA input file:
```
! RIJCOSX wB97M-V def2-TZVPD def2/J DEFGRID3
* xyz 0 1
H -0.09 -1.13 -2.41
C -0.73 -1.66 0.41
C -0.27 0.38 -0.96
N -0.71 -0.40 0.15
H 1.17 0.06 1.35
H -0.02 1.39 -0.70
C -0.91 0.09 1.50
C 0.02 -0.14 -2.17
C 0.41 0.70 1.87
H 0.39 1.76 1.48
H 0.69 0.68 2.86
H -0.38 -2.20 -0.41
H 0.44 0.49 -2.96
*
```

Mulliken charges in e:
1. H 0.32
2. C -0.42
3. C 0.31
4. N 0.20
5. H 0.27
6. H 0.27
7. C -0.22
8. C -0.94
9. C -0.81
10. H 0.21
11. H 0.36
12. H 0.22
13. H 0.23

No. 7
Below is the molecule C5H7N, with properties calculated with the ωB97M-V functional and the def2-TZVPD basis.

For the frontier orbital gap, the calculation gives 9.914 eV. The SMILES is C1[C@@H]2[C@H]1[C@@H]1N[C@H]21. Its energy above the lowest of the compared OMol25 structures with the same formula, charge and spin is 346.2 kJ/mol.

ORCA input file:
```
! RIJCOSX wB97M-V def2-TZVPD def2/J DEFGRID3
* xyz 0 1
C 1.23 -0.32 0.60
C 0.66 0.79 -0.20
H 2.29 -0.46 0.44
N -1.55 -0.12 0.78
H -1.77 -0.77 -1.30
H 0.91 -0.51 1.62
H 1.27 1.61 -0.57
H 0.88 -1.30 -1.41
C -0.88 0.91 -0.02
C -1.08 -0.45 -0.54
C 0.45 -0.66 -0.64
H -0.99 -0.55 1.52
H -1.42 1.82 -0.28
*
```

Mulliken charges in e:
1. C -0.73
2. C -0.09
3. H 0.26
4. N -0.60
5. H 0.39
6. H 0.18
7. H 0.41
8. H 0.42
9. C -0.31
10. C -0.29
11. C -0.28
12. H 0.26
13. H 0.38

No. 8
Below is the molecule C5H7N in a non-equilibrium geometry, with properties calculated with the ωB97M-V functional and the def2-TZVPD basis.

For the frontier orbital gap, the calculation gives 9.083 eV. The SMILES is Cc1ccc[nH]1. Its energy above the lowest of the compared OMol25 structures with the same formula, charge and spin is 224.6 kJ/mol.

ORCA input file:
```
! RIJCOSX wB97M-V def2-TZVPD def2/J DEFGRID3
* xyz 0 1
C -1.65 -0.64 0.00
H -2.54 1.29 0.56
H 2.45 0.93 0.09
H -2.44 -1.37 -0.12
H -0.02 -1.92 -0.37
H -0.77 1.86 -0.38
C 1.98 -0.04 -0.08
H 2.29 -0.39 -1.07
H 2.39 -0.74 0.66
C 0.49 0.10 0.04
C -0.30 1.18 0.40
C -1.67 0.68 0.34
N -0.33 -0.98 -0.14
*
```

Mulliken charges in e:
1. C -0.44
2. H 0.41
3. H 0.28
4. H 0.41
5. H 0.21
6. H 0.11
7. C -1.22
8. H 0.33
9. H 0.30
10. C 0.36
11. C -0.17
12. C -0.55
13. N -0.03

No. 9
Below is the ion C5H7N2 with charge +1 in a non-equilibrium geometry, with properties calculated with the ωB97M-V functional and the def2-TZVPD basis.

For the frontier orbital gap (spin up / spin down), the calculation gives 7.502 / 7.503 eV. Its energy above the lowest of the compared OMol25 structures with the same formula, charge and spin is 558.4 kJ/mol.

ORCA input file:
```
! RIJCOSX wB97M-V def2-TZVPD def2/J DEFGRID3
* xyz 1 1
N -1.12 -0.64 -0.59
C -1.30 -1.09 0.64
H -0.15 0.98 1.08
C 0.23 0.37 1.82
H 1.03 1.03 -3.80
C 1.27 1.03 -2.63
H -0.26 -1.67 2.37
N 0.44 0.37 -1.91
C -0.35 -0.85 1.69
H 2.19 1.47 -2.20
H -1.87 -0.81 -1.21
H 1.10 0.64 2.46
H -2.19 -1.51 0.90
C 0.00 -0.60 -1.37
*
```

Mulliken charges in e:
1. N -0.10
2. C 0.00
3. H 0.36
4. C -0.63
5. H 0.25
6. C -0.19
7. H 0.37
8. N 0.00
9. C -0.32
10. H 0.28
11. H 0.30
12. H 0.29
13. H 0.50
14. C -0.11

No. 10
Below is the ion C5H7N2 with charge +1 in a non-equilibrium geometry, with properties calculated with the ωB97M-V functional and the def2-TZVPD basis.

For the frontier orbital gap (spin up / spin down), the calculation gives 9.318 / 6.370 eV. Its energy above the lowest of the compared OMol25 structures with the same formula, charge and spin is 228.8 kJ/mol. As for the expectation value of S²: 2.0514.

ORCA input file:
```
! RIJCOSX wB97M-V def2-TZVPD def2/J DEFGRID3
* xyz 1 3
H -2.67 -1.57 -0.04
C 0.63 0.81 -1.11
H 1.18 1.26 -1.98
C -2.18 -0.88 -0.69
H -2.76 -0.25 -1.43
N 1.49 -0.52 1.57
H 0.65 1.17 2.17
N 0.16 -0.36 -1.33
C -0.82 -1.05 -0.76
H -0.57 -2.10 -0.68
H 1.15 2.45 0.31
C 1.08 0.61 1.31
H 1.68 -0.92 2.51
C 0.99 1.33 0.12
*
```

Mulliken charges in e:
1. H 0.31
2. C 0.07
3. H 0.36
4. C -0.62
5. H 0.30
6. N -0.48
7. H 0.38
8. N -0.11
9. C 0.12
10. H 0.38
11. H 0.34
12. C 0.00
13. H 0.30
14. C -0.36

No. 11
Below is the ion C5H7N2 with charge +1 in a non-equilibrium geometry, with properties calculated with the ωB97M-V functional and the def2-TZVPD basis.

For the frontier orbital gap (spin up / spin down), the calculation gives 6.930 / 6.509 eV. Its energy above the lowest of the compared OMol25 structures with the same formula, charge and spin is 276.2 kJ/mol. As for the expectation value of S²: 2.0197.

ORCA input file:
```
! RIJCOSX wB97M-V def2-TZVPD def2/J DEFGRID3
* xyz 1 3
C 2.29 1.33 -0.49
C 0.59 -0.29 -0.43
C -1.79 0.53 0.11
H 3.24 1.59 -0.86
H 1.69 1.98 0.13
H 0.08 -2.44 -0.33
C -3.04 0.74 0.47
H 0.31 -1.74 1.14
H -3.62 -0.11 0.72
C 0.71 -1.70 0.15
N 1.83 0.18 -0.86
H 1.73 -2.09 0.07
H -3.38 1.78 0.56
N -0.65 0.24 -0.37
*
```

Mulliken charges in e:
1. C -0.21
2. C 0.59
3. C 0.90
4. H 0.29
5. H 0.22
6. H 0.34
7. C -0.87
8. H 0.34
9. H 0.33
10. C -1.02
11. N -0.36
12. H 0.31
13. H 0.31
14. N -0.17

No. 12
Below is the ion C5H7N2O2 with charge -1 in a non-equilibrium geometry, with properties calculated with the ωB97M-V functional and the def2-TZVPD basis.

For the frontier orbital gap, the calculation gives 6.801 eV. The SMILES is C=C=C([O-])NN(C)C=O. Its energy above the lowest of the compared OMol25 structures with the same formula, charge and spin is 394.3 kJ/mol.

ORCA input file:
```
! RIJCOSX wB97M-V def2-TZVPD def2/J DEFGRID3
* xyz -1 1
H -1.21 -0.76 2.24
C -1.00 0.05 1.40
C 1.74 -0.55 -0.14
H -1.86 0.61 1.32
C 1.40 1.76 -0.84
H -0.10 0.50 1.65
H 1.22 1.51 -1.96
N -0.79 -0.67 0.15
C -1.71 -0.44 -0.87
H 1.34 2.74 -0.43
O 2.72 -1.31 -0.10
C 1.61 0.83 0.02
O -2.82 -0.02 -0.67
N 0.47 -1.29 -0.16
H -1.43 -0.76 -1.87
H 0.43 -2.21 0.26
*
```

Mulliken charges in e:
1. H 0.21
2. C -1.05
3. C 0.58
4. H 0.34
5. C -0.58
6. H 0.45
7. H 0.20
8. N 0.25
9. C 0.04
10. H 0.29
11. O -0.72
12. C -0.66
13. O -0.60
14. N -0.40
15. H 0.42
16. H 0.24